Entry 1:
The following is a DFT calculation (the ωB97M-V functional and the def2-TZVPD basis) of a structure of composition C20H14BrNO6Re.

Cartesian coordinates (Å):
Re  -0.54  -1.38  -0.47
C  -1.66  -3.82  -0.41
C  -2.71  -3.13  0.16
C  -3.22  -1.99  -0.47
C  -2.68  -1.59  -1.70
C  -1.65  -2.33  -2.32
C  -1.09  -3.42  -1.64
H  -1.22  -4.66  0.11
H  -3.13  -3.46  1.11
H  -4.01  -1.41  -0.02
H  -3.08  -0.70  -2.18
H  -1.24  -2.00  -3.27
H  -0.26  -3.97  -2.08
O  0.50  -2.59  0.71
C  1.18  -2.41  1.78
C  1.31  -1.21  2.47
C  2.12  -1.14  3.62
C  2.18  0.03  4.30
C  1.46  1.16  3.89
C  0.65  1.11  2.79
C  0.56  -0.08  2.04
O  -0.23  -0.11  1.00
N  3.04  0.13  5.51
O  3.07  1.20  6.06
O  3.63  -0.88  5.83
H  1.68  -3.30  2.16
H  2.68  -2.00  3.97
H  1.55  2.07  4.48
H  0.08  1.97  2.47
Br  -2.87  3.21  -4.68
C  -1.22  3.25  -3.77
C  -0.41  4.37  -3.85
C  0.81  4.40  -3.18
C  1.22  3.32  -2.43
C  0.39  2.20  -2.35
C  -0.83  2.16  -3.03
C  0.88  1.10  -1.54
O  1.80  0.89  -0.87
O  -0.14  -0.09  -1.63
H  -0.72  5.22  -4.44
H  1.44  5.28  -3.26
H  2.16  3.33  -1.90
H  -1.47  1.29  -2.98

Results
Spin multiplicity = 2
Energy above the lowest of the compared OMol25 structures with the same formula, charge and spin = 25.8 kcal per mole
Charge = +2
Orbital gap (spin up / spin down) = 5.5 / 5.6 eV
HOMO level (spin up / spin down) = -14.51 / -14.51 eV

---

Entry 2:
The following is a DFT calculation (the ωB97M-V functional and the def2-TZVPD basis) of the molecule C7H10N2S.

Cartesian coordinates (Å):
C  -2.17  2.51  1.23
C  -1.42  1.49  1.68
C  -2.28  2.63  -0.17
C  -0.74  0.62  0.89
C  -1.57  1.81  -1.00
C  -0.73  0.80  -0.47
C  1.87  -2.29  -1.15
N  2.36  -0.18  -0.04
N  1.39  -1.03  -0.58
S  0.28  -0.07  -1.67
H  -2.65  3.18  1.99
H  -1.26  1.30  2.79
H  -3.06  3.31  -0.56
H  -0.11  0.01  1.48
H  -1.65  1.76  -2.09
H  2.92  -2.13  -1.49
H  1.65  -2.98  -0.36
H  1.23  -2.44  -2.08
H  3.31  -0.44  -0.42
H  2.35  -0.14  1.04

Results
Spin multiplicity = 3
Energy above the lowest of the compared OMol25 structures with the same formula, charge and spin = 9.9 kcal per mole
Orbital gap (spin up / spin down) = 4.8 / 6.4 eV
HOMO level (spin up / spin down) = -4.13 / -8.79 eV